--- a ---
Below is 2 unconnected molecules or ions with the total composition C2H4N2S, with properties calculated with ωB97M-V with the def2-TZVPD basis set.

ORCA input file:
```
! wB97M-V def2-TZVPD RIJCOSX def2/J DEFGRID3
* xyz 0 1
C -3.037 -0.293 0.485
C 1.768 -0.321 -0.492
N -3.444 -0.566 -0.550
N 0.102 1.541 0.561
S 1.463 1.388 0.045
H 2.536 -0.263 -1.173
H 0.792 -0.838 -0.573
H 2.200 -0.707 0.421
H -2.380 0.060 1.277
*
```

The HOMO energy is -9.095 eV. The calculation puts the HOMO-LUMO gap at 8.47 eV.

=====

--- b ---
Below is 2 unconnected molecules or ions with the total composition C2H4N2S, with properties calculated with ωB97M-V with the def2-TZVPD basis set.

ORCA input file:
```
! wB97M-V def2-TZVPD RIJCOSX def2/J DEFGRID3
* xyz 0 1
C -2.247 -0.837 0.344
C 0.537 -0.074 0.230
N -2.394 -1.278 -0.698
N 0.711 0.953 -0.570
S 1.542 -1.432 -0.138
H -2.110 -0.429 1.309
H 0.154 1.774 -0.398
H 1.353 0.998 -1.358
H 1.059 -2.193 0.842
*
```

The HOMO energy is -8.588 eV. The calculation puts the HOMO-LUMO gap at 9.43 eV.

=====

We find b to be the most stable, with the next structure 25.8 kcal/mol higher.

=====

--- a ---
Below is a single C2H4N2S molecule, with properties calculated with ωB97M-V with the def2-TZVPD basis set.

ORCA input file:
```
! wB97M-V def2-TZVPD RIJCOSX def2/J DEFGRID3
* xyz 0 1
C 1.815 -0.311 0.077
N 0.775 0.454 -0.076
N -0.472 -0.066 -0.200
C -1.626 0.669 0.006
S -3.031 -0.220 0.017
H 1.711 -1.349 -0.120
H 2.870 0.087 0.327
H -0.532 -1.035 -0.063
H -1.510 1.772 0.031
*
```

The HOMO energy is -8.870 eV. The calculation puts the HOMO-LUMO gap at 8.80 eV. Its SMILES is C=NNC=S.

=====

--- b ---
Below is 2 unconnected molecules or ions with the total composition C2H4N2S, with properties calculated with ωB97M-V with the def2-TZVPD basis set.

ORCA input file:
```
! wB97M-V def2-TZVPD RIJCOSX def2/J DEFGRID3
* xyz 0 1
C -2.126 -0.113 -0.075
C 1.542 0.562 0.242
N -3.270 0.028 -0.158
N -0.847 -0.423 -0.022
S 0.340 0.191 -1.001
H 1.168 1.420 0.645
H 2.425 0.716 -0.379
H 1.895 -0.101 1.037
H -1.127 -2.279 -0.291
*
```

The HOMO energy (spin up / spin down) is -9.386 / -9.723 eV. The calculation puts the HOMO-LUMO gap (spin up / spin down) at 8.47 / 7.68 eV.

=====

We find a to be the most stable, with the next structure 70.3 kcal/mol higher.

=====

--- a ---
Below is a single C7H12 molecule, with properties calculated with ωB97M-V with the def2-TZVPD basis set.

ORCA input file:
```
! wB97M-V def2-TZVPD RIJCOSX def2/J DEFGRID3
* xyz 0 1
C 4.084 -0.216 0.745
C 2.829 -0.414 0.060
C 1.627 -0.548 0.112
C 0.321 -0.698 -0.482
C -0.781 0.148 0.136
C -2.069 0.033 -0.667
C -3.195 0.852 -0.052
H 3.346 -0.271 1.590
H 4.575 0.755 0.588
H 4.810 -1.040 0.700
H 0.057 -1.760 -0.466
H 0.483 -0.409 -1.525
H -0.951 -0.162 1.175
H -0.458 1.198 0.174
H -2.360 -1.025 -0.730
H -1.880 0.359 -1.699
H -3.392 0.523 0.975
H -2.922 1.913 -0.012
H -4.123 0.762 -0.622
*
```

The HOMO energy is -8.838 eV. The calculation puts the HOMO-LUMO gap at 9.69 eV. Its SMILES is CC#CCCCC.

=====

--- b ---
Below is 2 unconnected molecules or ions with the total composition C7H12, with properties calculated with ωB97M-V with the def2-TZVPD basis set.

ORCA input file:
```
! wB97M-V def2-TZVPD RIJCOSX def2/J DEFGRID3
* xyz 0 1
C 0.586 0.031 1.696
C 1.424 0.258 0.503
C 2.124 1.052 -0.239
C 2.438 -0.410 -0.373
H 1.263 0.093 2.554
H -0.189 0.794 1.815
H 0.120 -0.956 1.692
H 2.419 2.058 -0.490
H 2.134 -0.965 -1.266
H 3.333 -0.825 0.101
C -0.720 -0.578 -1.380
C -1.723 -0.684 -0.514
C -2.504 0.485 0.015
H -0.202 -1.449 -1.767
H -0.369 0.393 -1.720
H -2.029 -1.673 -0.174
H -3.378 0.670 -0.620
H -1.900 1.399 0.017
H -2.870 0.310 1.032
*
```

The HOMO energy is -8.848 eV. The calculation puts the HOMO-LUMO gap at 9.97 eV. Its SMILES is CC1=CC1.C=CC.

=====

We find a to be the most stable, with the next structure 13.9 kcal/mol higher.

=====

--- a ---
Below is a single C7H12 molecule, with properties calculated with ωB97M-V with the def2-TZVPD basis set.

ORCA input file:
```
! wB97M-V def2-TZVPD RIJCOSX def2/J DEFGRID3
* xyz 0 1
C 2.777 0.202 -0.062
C 1.307 -0.111 -0.089
C 0.352 -0.074 -1.015
C -0.792 -0.146 -0.048
C -1.815 -1.170 -0.475
C -1.492 1.198 0.215
C 0.323 -0.386 1.036
H 3.000 1.258 -0.050
H 3.333 -0.253 -0.804
H 3.101 -0.116 0.852
H 0.546 0.090 -2.130
H -2.677 -1.211 0.227
H -1.523 -2.169 -0.491
H -2.194 -0.995 -1.489
H -2.215 1.096 1.110
H -2.101 1.535 -0.596
H -0.998 2.127 0.543
H 0.583 -1.346 1.398
H 0.487 0.472 1.868
*
```

The HOMO energy is -8.795 eV. The calculation puts the HOMO-LUMO gap at 9.74 eV. Its SMILES is CC1=CC(C)(C)C1.

=====

--- b ---
Below is a single C7H12 molecule, with properties calculated with ωB97M-V with the def2-TZVPD basis set.

ORCA input file:
```
! wB97M-V def2-TZVPD RIJCOSX def2/J DEFGRID3
* xyz 0 1
C -0.141 -1.483 1.582
C -0.139 -0.315 0.944
C 0.012 0.962 1.767
C -0.528 -0.121 -0.491
C -1.390 -0.960 -1.055
C 0.183 0.974 -1.232
C 1.685 0.656 -1.421
H -0.455 -1.501 2.621
H -0.272 -2.443 1.093
H 0.737 1.591 1.266
H -0.950 1.370 2.076
H 0.476 0.651 2.702
H -1.833 -0.928 -2.040
H -1.612 -1.877 -0.521
H 0.109 1.920 -0.692
H -0.264 1.206 -2.198
H 1.857 0.390 -2.465
H 2.022 -0.138 -0.759
H 2.296 1.544 -1.244
*
```

The HOMO energy is -8.766 eV. The calculation puts the HOMO-LUMO gap at 9.82 eV. Its SMILES is C=C(C)C(=C)CC.

=====

--- c ---
Below is a single C7H12 molecule, with properties calculated with ωB97M-V with the def2-TZVPD basis set.

ORCA input file:
```
! wB97M-V def2-TZVPD RIJCOSX def2/J DEFGRID3
* xyz 0 1
C 1.615 0.936 1.101
C 0.555 1.350 0.109
C 0.105 0.494 -1.048
C 0.359 -1.025 -1.047
C -0.911 -1.543 -0.356
C -1.160 -0.548 0.787
C -0.845 0.791 0.096
H 2.614 1.160 0.712
H 1.489 1.479 2.044
H 1.584 -0.133 1.330
H 0.598 2.414 -0.134
H -0.031 0.972 -2.016
H 0.391 -1.446 -2.048
H 1.333 -1.258 -0.579
H -1.814 -1.364 -1.149
H -1.447 -2.466 -0.559
H -0.562 -0.663 1.710
H -2.201 -0.634 1.086
H -1.674 1.484 -0.039
*
```

The HOMO energy is -9.604 eV. The calculation puts the HOMO-LUMO gap at 10.71 eV. Its SMILES is C[C@H]1[C@H]2CCC[C@@H]12.

=====

--- d ---
Below is a single C7H12 molecule, with properties calculated with ωB97M-V with the def2-TZVPD basis set.

ORCA input file:
```
! wB97M-V def2-TZVPD RIJCOSX def2/J DEFGRID3
* xyz 0 1
C -3.017 0.469 0.042
C -1.759 -0.245 -0.443
C -0.593 0.729 -0.675
C 0.606 0.022 -1.212
C 1.742 -0.252 -0.524
C 1.840 0.117 0.862
C 2.986 -0.532 1.556
H -2.831 0.987 0.989
H -3.352 1.216 -0.688
H -3.837 -0.239 0.201
H -1.446 -0.995 0.294
H -1.978 -0.792 -1.371
H -0.321 1.219 0.264
H -0.908 1.488 -1.406
H 2.533 -0.812 -1.045
H 0.517 -0.343 -2.239
H 2.580 -1.090 2.413
H 3.602 0.254 2.018
H 3.637 -1.202 0.965
*
```

The HOMO energy (spin up / spin down) is -7.850 / -7.850 eV. The calculation puts the HOMO-LUMO gap (spin up / spin down) at 7.50 / 7.50 eV.

=====

We find b to be the most stable, with the next structure 12.1 kcal/mol higher.

=====

--- a ---
Below is a molecular structure, C7H12, with properties calculated with ωB97M-V with the def2-TZVPD basis set.

ORCA input file:
```
! wB97M-V def2-TZVPD RIJCOSX def2/J DEFGRID3
* xyz 0 1
C -2.818 0.018 0.300
C -1.469 -0.262 -0.358
C -0.504 0.919 -0.235
C 0.826 0.711 -0.919
C 2.060 1.347 -0.364
C 2.177 0.026 -0.204
C 2.664 -0.899 0.877
H -2.696 0.240 1.366
H -3.309 0.881 -0.165
H -3.493 -0.840 0.212
H -1.013 -1.152 0.100
H -1.615 -0.504 -1.419
H -0.319 1.163 0.818
H -0.946 1.813 -0.696
H 1.304 -0.620 -0.810
H 0.769 0.512 -1.993
H 3.461 -0.383 1.420
H 3.055 -1.840 0.479
H 1.865 -1.132 1.591
*
```

The HOMO energy is -8.693 eV. The calculation puts the HOMO-LUMO gap at 9.55 eV.

=====

--- b ---
Below is a single C7H12 molecule, with properties calculated with ωB97M-V with the def2-TZVPD basis set.

ORCA input file:
```
! wB97M-V def2-TZVPD RIJCOSX def2/J DEFGRID3
* xyz 0 1
C 2.324 0.411 -0.743
C 1.006 -0.364 -0.748
C 0.271 -0.242 0.579
C -0.309 1.113 1.050
C -1.530 0.411 1.652
C -2.159 -0.553 -0.382
C -1.167 -0.783 0.790
H 2.846 0.328 -1.702
H 2.997 0.038 0.039
H 2.148 1.476 -0.547
H 0.373 0.004 -1.568
H 1.200 -1.425 -0.957
H 0.918 -0.641 1.374
H -0.613 1.762 0.215
H 0.241 1.744 1.756
H -2.501 0.492 -0.432
H -3.049 -1.168 -0.224
H -1.697 -0.806 -1.342
H -1.298 -1.797 1.190
*
```

The HOMO energy is -8.264 eV. The calculation puts the HOMO-LUMO gap at 8.49 eV.

=====

--- c ---
Below is a single C7H12 molecule, with properties calculated with ωB97M-V with the def2-TZVPD basis set.

ORCA input file:
```
! wB97M-V def2-TZVPD RIJCOSX def2/J DEFGRID3
* xyz 0 1
C 2.408 0.393 -0.678
C 1.175 -0.504 -0.732
C 0.253 -0.296 0.456
C -0.492 1.056 0.678
C -1.782 0.262 0.911
C -2.136 -0.402 -0.378
C -1.088 -1.023 0.503
H 3.075 0.212 -1.527
H 2.979 0.216 0.242
H 2.123 1.452 -0.691
H 0.620 -0.332 -1.664
H 1.481 -1.560 -0.744
H 0.800 -0.527 1.380
H -0.543 1.707 -0.205
H -0.126 1.646 1.521
H -2.467 0.379 1.744
H -3.083 -0.935 -0.412
H -1.870 0.092 -1.312
H -1.237 -2.021 0.904
*
```

The HOMO energy is -9.481 eV. The calculation puts the HOMO-LUMO gap at 10.70 eV. Its SMILES is CC[C@H]1C[C@H]2C[C@@H]12.

=====

--- d ---
Below is a single C7H12 molecule, with properties calculated with ωB97M-V with the def2-TZVPD basis set.

ORCA input file:
```
! wB97M-V def2-TZVPD RIJCOSX def2/J DEFGRID3
* xyz 0 1
C -0.047 -0.224 2.258
C 0.745 0.486 1.159
C 1.208 -0.034 -0.223
C 0.622 -0.608 -1.488
C -0.870 -0.815 -1.265
C -1.195 0.465 -0.459
C 0.180 1.079 -0.112
H 0.640 -0.860 2.833
H -0.492 0.486 2.969
H -0.844 -0.870 1.884
H 1.615 0.980 1.589
H 2.246 0.272 -0.370
H 0.630 0.433 -2.125
H 1.189 -1.389 -2.005
H -1.379 -0.831 -2.229
H -1.139 -1.739 -0.734
H -1.820 0.270 0.419
H -1.738 1.193 -1.066
H 0.451 1.707 -1.035
*
```

The HOMO energy is -8.504 eV. The calculation puts the HOMO-LUMO gap at 9.56 eV. Its SMILES is C[C@H]1[C@H]2CCC[C@@H]12.

=====

We find c to be the most stable, with the next structure 42.8 kcal/mol higher.